{
  "formula": "C33H44BF3IN6O4V",
  "method": "the ωB97M-V functional and the def2-TZVPD basis",
  "species": ["V", "C", "C", "C", "C", "N", "N", "B", "N", "N", "C", "C", "C", "C", "C", "C", "C", "C", "N", "N", "C", "C", "C", "C", "C", "C", "C", "C", "C", "C", "C", "C", "H", "H", "H", "H", "H", "H", "H", "H", "H", "H", "H", "H", "H", "H", "H", "H", "H", "H", "H", "H", "H", "H", "H", "H", "H", "H", "H", "H", "H", "H", "H", "H", "H", "H", "H", "H", "H", "H", "H", "H", "F", "C", "F", "F", "C", "O", "O", "I", "C", "C", "C", "C", "C", "C", "C", "O", "O", "H", "H", "H", "H"],
  "xyz": [[0.194509, 0.245711, -0.091797], [4.014191, -3.141914, 1.100291], [3.505608, -1.917158, 0.409054], [4.168615, -1.083513, -0.468567], [3.278674, -0.062653, -0.810058], [2.124907, -0.270960, -0.147408], [2.280421, -1.418657, 0.592077], [1.109675, -2.047229, 1.391320], [-0.120161, -2.337240, 0.469104], [-0.921717, -1.355597, -0.068080], [-1.922946, -1.955090, -0.726112], [-1.747354, -3.337198, -0.625801], [-0.597129, -3.538088, 0.112998], [0.062632, -4.828164, 0.477201], [-3.099261, -1.273840, -1.392447], [-3.051435, 0.252266, -1.300712], [-3.149630, -1.695810, -2.866697], [-4.369168, -1.764000, -0.680603], [0.673048, -1.055938, 2.480568], [-0.107913, 0.016791, 2.136870], [-0.570463, 0.524207, 3.292812], [-0.018915, -0.197660, 4.367772], [0.751707, -1.192754, 3.811921], [1.538532, -2.272683, 4.482888], [-1.614552, 1.618254, 3.444331], [-2.627031, 1.583696, 2.296362], [-2.391921, 1.383511, 4.745344], [-0.921262, 2.978847, 3.518964], [3.676956, 1.075563, -1.741630], [4.685629, 1.956531, -0.984369], [2.530696, 1.957858, -2.257586], [4.372178, 0.456597, -2.968060], [5.068350, -3.273012, 0.862981], [3.474049, -4.036915, 0.784312], [3.910365, -3.057505, 2.183239], [5.182957, -1.209386, -0.815174], [1.475036, -3.073796, 1.883555], [-2.377604, -4.108166, -1.044892], [-0.526771, -5.654651, 0.086117], [0.152494, -4.944635, 1.557897], [1.065027, -4.881930, 0.046503], [-2.138027, 0.655696, -1.731238], [-3.134967, 0.587518, -0.264221], [-3.894278, 0.672080, -1.856269], [-2.265547, -1.348621, -3.404893], [-4.033220, -1.259846, -3.342035], [-3.204851, -2.782574, -2.968766], [-4.310059, -1.572543, 0.394161], [-4.525276, -2.835149, -0.831625], [-5.238975, -1.231868, -1.076083], [-0.172518, -0.031150, 5.424350], [1.472427, -2.151562, 5.562498], [2.592046, -2.235478, 4.194447], [1.158113, -3.263773, 4.224223], [-3.096374, 0.597175, 2.233862], [-2.173375, 1.808571, 1.341256], [-3.408728, 2.326506, 2.475716], [-2.820701, 0.378883, 4.767478], [-3.206423, 2.108889, 4.816307], [-1.757825, 1.506670, 5.627818], [-0.255371, 3.116614, 2.676794], [-0.324622, 3.057784, 4.431702], [-1.657201, 3.789541, 3.513708], [4.212054, 2.449899, -0.130980], [5.074410, 2.726872, -1.656515], [5.525746, 1.362993, -0.615255], [1.726987, 2.065601, -1.540608], [2.094944, 1.547640, -3.167859], [2.916047, 2.952603, -2.485054], [5.335699, 0.006510, -2.714631], [4.551467, 1.239775, -3.710775], [3.739170, -0.311466, -3.420874], [1.276915, 4.672497, -0.905619], [0.843928, 4.041893, 0.184843], [1.834012, 3.262046, 0.638100], [0.590317, 4.964901, 1.113737], [-0.454146, 3.240677, -0.135280], [-1.420484, 3.865358, -0.432835], [-0.377370, 1.925232, -0.044550], [-0.114666, -0.378469, -9.074107], [0.087735, -0.509896, -6.996627], [-0.448432, 0.489782, -6.197330], [-0.308141, 0.396132, -4.816861], [0.351499, -0.688842, -4.247450], [0.877578, -1.679917, -5.064598], [0.752437, -1.596254, -6.444959], [0.509489, -0.813904, -2.754213], [0.987701, -1.836203, -2.283323], [0.106944, 0.226980, -2.064471], [-0.968299, 1.331151, -6.638824], [-0.714889, 1.163430, -4.170012], [1.379455, -2.519867, -4.598413], [1.163722, -2.366506, -7.083936]],
  "forces_ev_per_angstrom": [[-0.05, -0.58, -0.69], [-0.07, 0.01, -0.08], [0.09, 0.00, -0.03], [0.16, -0.04, 0.00], [0.05, -0.12, -0.03], [0.80, -0.25, 0.32], [-0.04, -0.02, -0.05], [-0.03, 0.23, 0.02], [0.01, -0.06, 0.12], [-0.63, -1.16, 0.20], [0.18, -0.16, 0.09], [-0.08, -0.13, -0.08], [-0.04, -0.01, -0.03], [0.00, 0.10, -0.01], [0.05, 0.13, -0.01], [0.03, -0.08, 0.09], [0.02, -0.01, -0.02], [-0.08, -0.02, 0.01], [-0.10, 0.01, -0.22], [0.25, -0.09, 0.42], [0.03, -0.22, 0.03], [-0.09, 0.12, 0.14], [-0.01, -0.02, 0.01], [-0.03, 0.01, -0.08], [0.07, -0.07, -0.13], [-0.03, -0.06, 0.12], [0.04, 0.00, 0.10], [-0.12, 0.12, 0.11], [-0.12, 0.02, -0.01], [0.00, 0.00, 0.09], [0.05, -0.17, 0.02], [0.03, 0.02, -0.01], [-0.02, -0.01, 0.00], [0.03, 0.06, 0.00], [0.01, 0.00, -0.06], [-0.11, 0.05, 0.04], [-0.01, 0.13, -0.09], [0.07, 0.10, 0.06], [0.01, 0.00, -0.01], [-0.01, 0.00, -0.04], [-0.06, 0.00, 0.02], [0.02, 0.03, -0.04], [0.03, 0.00, -0.07], [0.03, -0.03, 0.07], [-0.03, 0.00, 0.00], [0.06, -0.04, 0.03], [0.00, 0.07, 0.00], [-0.02, 0.00, -0.06], [0.01, 0.06, 0.03], [0.04, -0.05, 0.01], [-0.03, -0.04, -0.18], [0.02, 0.01, -0.01], [-0.07, 0.01, 0.03], [0.02, 0.07, 0.02], [0.01, 0.05, 0.00], [0.08, 0.02, -0.14], [0.03, -0.04, 0.00], [-0.02, 0.06, 0.01], [0.06, -0.03, 0.01], [-0.07, -0.01, -0.08], [0.14, 0.07, -0.18], [-0.01, 0.00, -0.06], [0.07, -0.08, 0.02], [0.03, -0.03, -0.08], [-0.02, -0.05, 0.05], [-0.04, 0.05, -0.01], [-0.03, 0.07, 0.09], [-0.05, -0.03, 0.05], [0.01, -0.02, -0.02], [-0.09, 0.03, -0.01], [0.01, -0.07, 0.06], [0.03, 0.07, 0.00], [0.07, 0.05, -0.19], [-0.18, -0.34, 0.07], [0.10, -0.06, 0.10], [-0.01, 0.03, 0.09], [0.40, -1.11, 0.13], [-0.70, 0.36, -0.17], [-0.21, 3.13, 0.29], [0.01, 0.00, 0.04], [-0.03, 0.03, -0.07], [0.02, -0.01, 0.17], [0.00, 0.00, -0.10], [-0.07, 0.25, 0.06], [0.02, -0.11, -0.10], [0.00, 0.02, 0.11], [-0.14, 0.35, 0.12], [-0.01, 0.05, 0.11], [0.27, -0.60, -0.48], [0.04, -0.06, 0.02], [0.02, -0.01, -0.02], [-0.02, 0.05, -0.04], [-0.01, 0.01, 0.03]],
  "lowdin_spin": [1.86, 0.00, 0.01, 0.00, 0.01, -0.01, 0.01, 0.01, 0.01, -0.01, 0.01, 0.00, 0.01, 0.00, 0.00, 0.00, 0.00, 0.00, 0.01, 0.00, 0.00, 0.00, 0.00, 0.00, 0.00, 0.00, 0.00, 0.00, 0.00, 0.00, 0.00, 0.00, 0.00, 0.00, 0.00, 0.00, 0.00, 0.00, 0.00, 0.00, 0.00, 0.00, 0.00, 0.00, 0.00, 0.00, 0.00, 0.00, 0.00, 0.00, 0.00, 0.00, 0.00, 0.00, 0.00, 0.00, 0.00, 0.00, 0.00, 0.00, 0.00, 0.00, 0.00, 0.00, 0.00, 0.00, 0.00, 0.00, 0.00, 0.00, 0.00, 0.00, 0.00, 0.00, 0.00, 0.00, 0.01, 0.03, 0.01, 0.00, 0.00, 0.00, 0.00, 0.00, 0.00, 0.00, 0.01, 0.01, 0.02, 0.00, 0.00, 0.00, 0.00],
  "charge": 0,
  "e_tot_ha": -3479.80468,
  "s2": 2.009,
  "gap_ha": [0.3219, 0.3353],
  "multiplicity": 3
}